This record from the Open Molecules 2025 dataset describes 2 unconnected molecules or ions with the total composition C4H4O4. The level of theory is ωB97M-V with the def2-TZVPD basis set.

```
12
Properties=species:S:1:pos:R:3:forces:R:3:nbo_charge:R:1
O 0.94220 1.88663 -1.47072 -0.65 -0.07 -1.21 -0.6441
O 1.08340 0.37443 0.86305 -2.47 -0.65 -0.49 -0.5060
O -0.54572 0.20938 -2.32435 1.47 3.26 0.40 -0.5446
O -1.80545 -1.10677 2.29123 4.52 -2.15 -3.85 -0.4862
C 0.43550 -0.16055 -0.32053 -0.33 3.76 2.41 -0.0439
C -0.86235 -1.21736 1.42426 -5.73 -0.70 2.59 0.4179
C 0.20540 0.77630 -1.52805 -0.22 -4.52 0.73 0.7665
C -0.48306 0.08981 0.89762 7.41 -3.95 -3.33 -0.0574
H 0.80549 -1.12909 -0.38215 0.00 -1.71 -1.28 0.2206
H -0.87710 0.99676 0.89433 -2.70 3.33 0.74 0.2297
H 1.63872 1.72162 -0.80444 -0.51 0.24 0.07 0.5179
H -0.53702 -2.44116 0.45975 -0.78 3.13 3.22 0.1296
```
Forces are in eV/Å.

Electronic energy: -12397.254 eV
Orbital gap: 0.3572 Eh
Energy above the lowest of the compared OMol25 structures with the same formula, charge and spin: 139.5 kcal per mole
Charge: 0



This record from the Open Molecules 2025 dataset describes a molecular structure, C22H31N3O4. The level of theory is ωB97M-V with the def2-TZVPD basis set.

```
60
Properties=species:S:1:pos:R:3:forces:R:3:nbo_charge:R:1
O 2.28532 -2.48583 -0.67825 13.01 -2.96 -5.03 -0.6248
O -1.39771 -1.62142 0.67190 -3.55 4.88 -2.01 -0.6198
O -0.81505 0.78051 -2.46921 8.55 -2.25 -3.53 -0.6664
O 2.57325 -4.27022 1.00017 -0.33 -0.27 -2.49 -0.6667
N 0.46519 -1.28343 -1.11255 6.08 -0.88 -1.75 -0.4460
N 1.23239 -0.62518 -2.11043 -11.64 6.64 -0.57 -0.4478
N -1.22722 -3.35858 2.07247 -7.43 4.21 1.92 -0.3852
C -1.28266 5.49777 -2.46563 -1.03 7.86 -1.55 -0.4046
C 0.09022 6.05978 -2.34206 -1.36 2.14 4.37 -0.4178
C -1.24840 -5.06494 3.90287 -4.45 2.88 -0.36 -0.3004
C -0.82424 -4.21140 2.90845 10.36 -3.31 -2.85 0.3396
C -0.60126 -6.16593 4.24908 3.84 0.78 5.79 -0.1491
C 0.81819 4.98401 -1.84766 8.50 -1.73 3.52 -0.3386
C -2.16362 6.82681 -2.83914 0.22 -1.03 3.67 -0.5877
C -2.61888 -2.88866 2.43602 -0.11 2.93 -0.39 -0.2746
C 1.41681 -5.70678 3.02604 -17.80 6.10 6.11 -0.0396
C 0.86005 -6.26551 4.14230 -4.41 2.01 -4.86 -0.2336
C -2.00266 -1.88969 4.81862 -10.52 5.78 -0.63 -0.5732
C 2.22582 2.99249 -2.19748 -1.38 -4.07 -4.02 -0.3452
C 1.28975 -2.11052 -0.37030 -14.81 1.85 4.89 0.6888
C 1.28058 -4.10185 1.27796 0.77 8.17 -3.68 0.3837
C 2.51640 1.70460 -3.46551 6.88 4.20 3.92 -0.3959
C 0.79586 -4.52473 2.39058 -6.08 -6.42 7.31 -0.1398
C -2.75180 -1.60467 3.35083 6.37 0.25 1.98 -0.3866
C 1.53311 0.95080 -4.02324 -10.81 7.99 4.75 -0.5021
C 0.57900 -2.83729 0.74678 1.99 -1.46 -0.28 -0.3593
C 1.20424 3.95228 -2.80070 -0.36 -3.36 -2.46 -0.4504
C -0.71445 -2.41765 1.15556 5.61 -6.03 0.52 0.6257
C 0.52911 0.40955 -2.95530 -3.97 -1.55 7.27 0.6594
H -0.83004 -6.34713 5.35452 -0.63 -1.21 -1.67 0.2163
H 0.27541 3.31985 -3.07296 1.16 0.77 0.51 0.2089
H 2.67255 -3.72739 0.11014 0.36 -0.75 1.74 0.5113
H -3.17462 -3.63670 2.94687 -0.48 -0.93 -0.28 0.2043
H 2.02921 5.44615 -1.48667 -3.04 -1.09 -0.78 0.1258
H 0.50989 6.41703 -3.17251 1.41 1.11 -3.78 0.2053
H 3.21898 3.39873 -2.07084 0.00 -0.09 0.68 0.2167
H -2.19778 -4.70904 4.42393 1.10 -1.14 -0.68 0.2149
H -1.62449 5.38278 -1.53671 -1.39 -2.04 3.47 0.2063
H -1.13387 -2.16114 4.76044 9.89 -2.35 -1.38 0.1700
H -1.90697 -0.70015 3.09674 -3.23 -2.19 -0.44 0.2230
H -3.00189 -2.45112 1.51825 -0.71 -1.14 -0.21 0.2585
H -1.91606 7.09333 -3.80260 1.24 1.55 -1.88 0.1903
H -3.16586 6.46077 -3.02352 -0.76 0.43 0.89 0.1989
H -1.99224 7.64805 -1.92309 -0.83 -2.05 -2.93 0.2028
H 2.19662 -5.83063 2.76973 18.33 -3.42 -5.74 0.1380
H 0.62106 4.38028 -0.91289 -0.86 1.35 -0.68 0.2292
H 3.24665 1.02684 -2.87624 -0.64 1.15 -1.15 0.1938
H 0.67337 1.62622 -4.35761 1.46 -0.72 -1.59 0.2441
H 1.60737 4.19599 -3.83648 -0.43 0.73 1.28 0.1978
H -1.50951 4.88181 -3.24003 -0.08 -2.52 -1.65 0.2179
H 1.77289 2.21662 -1.54809 0.62 1.32 0.86 0.2226
H 0.40094 6.96600 -1.57878 -2.19 -1.73 -1.49 0.2012
H -0.38192 -0.94510 -0.87568 -3.33 1.60 1.10 0.4511
H -2.45266 -2.69088 5.30063 -1.49 -1.16 1.42 0.1826
H 3.03942 2.22292 -4.31030 0.15 -0.36 0.88 0.2115
H 1.61397 0.12278 -4.37027 2.23 -9.36 -6.08 0.2136
H -2.07481 -0.88311 5.40871 0.09 -2.09 -0.77 0.2063
H -3.78910 -1.34018 3.45434 -0.13 0.44 -0.02 0.2198
H 2.00638 -1.04797 -2.19648 7.51 -3.49 -1.71 0.3816
H 1.21974 -7.05993 4.57531 2.52 -3.98 2.52 0.1937
```
Forces are in eV/Å.

Electronic energy: -35958.006 eV
Orbital gap: 0.2586 Eh
Energy above the lowest of the compared OMol25 structures with the same formula, charge and spin: 513.9 kcal per mole
Charge: 0